[1]
Molecular formula: C30H89N5O12
Method: DFT, ωB97M-V with the def2-TZVPD basis set

Values from the calculation:
Energy above the lowest of the compared OMol25 structures with the same formula, charge and spin   95.10 kcal/mol
Orbital gap   9.34 eV
SMILES   COC[C@H](C)N.COC[C@H](C)N.COC[C@H](C)N.COC[C@H](C)N.COC[C@H](C)N.CCO.CCO.CCO.CCO.CCO.O.O
Highest occupied orbital energy   -9.1 eV
LUMO level   0.24 eV

CARTESIAN COORDINATES (ANGSTROEM)
C 3.852 6.974 -5.452
O 4.966 6.408 -4.822
C 4.585 5.547 -3.688
C 5.658 4.652 -3.185
C 5.338 3.615 -2.079
N 6.801 5.413 -2.707
H 3.229 6.281 -6.017
H 4.218 7.770 -6.101
H 3.128 7.545 -4.871
H 4.456 6.183 -2.812
H 3.702 4.964 -3.947
H 6.138 4.041 -3.949
H 4.802 4.016 -1.218
H 6.179 3.042 -1.691
H 4.802 2.747 -2.462
H 7.463 4.784 -2.275
H 7.365 5.780 -3.459
C 7.698 -3.231 6.463
O 6.534 -3.533 7.196
C 5.771 -4.609 6.723
C 4.220 -4.539 7.137
C 4.166 -4.522 8.619
N 3.374 -5.645 6.575
H 7.549 -2.533 5.640
H 8.296 -4.093 6.167
H 8.372 -2.709 7.142
H 5.708 -4.596 5.635
H 6.177 -5.581 7.004
H 3.615 -3.685 6.833
H 3.149 -4.504 9.010
H 4.624 -3.625 9.038
H 4.602 -5.404 9.087
H 3.622 -6.483 7.080
H 2.414 -5.460 6.830
C -2.893 -6.873 -4.849
O -3.518 -7.326 -6.057
C -4.216 -8.569 -5.815
C -5.189 -8.971 -7.006
C -6.379 -8.052 -7.093
N -5.679 -10.314 -7.024
H -3.609 -6.548 -4.095
H -2.332 -6.013 -5.218
H -2.169 -7.608 -4.499
H -3.469 -9.361 -5.772
H -4.895 -8.703 -4.973
H -4.652 -9.009 -7.954
H -6.084 -7.002 -7.078
H -7.146 -8.276 -6.352
H -6.858 -8.124 -8.069
H -4.965 -11.014 -6.882
H -6.352 -10.513 -6.297
C 2.213 10.984 1.639
O 1.471 10.565 2.802
C 1.615 9.173 3.133
C 0.661 8.844 4.372
C 0.997 9.602 5.598
N 0.642 7.429 4.750
H 3.279 10.760 1.668
H 2.265 12.067 1.749
H 1.776 10.608 0.714
H 1.265 8.606 2.270
H 2.607 8.801 3.389
H -0.325 9.235 4.121
H 0.508 9.223 6.495
H 0.856 10.676 5.475
H 2.044 9.541 5.893
H 1.370 7.140 5.388
H 0.776 6.884 3.910
C -4.229 7.187 -4.773
O -4.008 5.981 -3.918
C -3.819 6.296 -2.580
C -5.058 6.779 -1.806
C -4.779 7.385 -0.400
N -6.051 5.707 -1.703
H -5.157 7.648 -4.432
H -4.425 6.871 -5.798
H -3.439 7.938 -4.801
H -3.504 5.412 -2.026
H -3.072 7.084 -2.494
H -5.571 7.595 -2.315
H -4.733 6.601 0.356
H -5.599 8.075 -0.199
H -3.903 8.033 -0.413
H -6.937 6.189 -1.747
H -5.952 5.443 -2.673
C -2.344 -7.150 8.865
C -2.854 -6.815 7.483
O -2.239 -5.635 7.078
H -2.588 -8.165 9.178
H -2.720 -6.500 9.656
H -1.262 -7.266 8.927
H -3.925 -6.615 7.475
H -2.718 -7.612 6.753
H -2.762 -5.373 6.317
C -0.501 -0.367 1.727
C -1.020 -0.620 0.311
O -0.135 -1.326 -0.501
H 0.273 0.397 1.804
H -0.046 -1.252 2.172
H -1.237 0.112 2.373
H -1.306 0.267 -0.255
H -1.993 -1.106 0.370
H -0.077 -2.219 -0.155
C -8.170 -4.272 3.539
C -6.882 -4.011 2.710
O -6.092 -3.181 3.462
H -8.856 -4.926 3.002
H -8.770 -3.410 3.828
H -7.909 -4.797 4.458
H -7.164 -3.508 1.786
H -6.494 -5.008 2.501
H -6.239 -2.279 3.168
C 5.504 -4.077 -2.504
C 6.623 -3.983 -3.578
O 6.510 -2.672 -4.126
H 4.499 -4.137 -2.921
H 5.613 -3.205 -1.860
H 5.564 -4.959 -1.866
H 6.510 -4.748 -4.346
H 7.632 -4.005 -3.167
H 5.736 -2.533 -4.677
C 2.932 0.636 -8.122
C 1.725 -0.074 -7.553
O 2.318 -1.046 -6.580
H 3.591 0.863 -7.284
H 2.575 1.444 -8.760
H 3.582 0.017 -8.742
H 1.175 -0.601 -8.332
H 1.121 0.653 -7.010
H 2.224 -0.813 -5.653
O 0.134 -6.089 1.433
H 0.404 -5.890 2.330
H -0.304 -6.938 1.497
O -6.412 1.533 1.850
H -6.460 2.248 1.214
H -6.717 1.921 2.670

Results of the Löwdin charge analysis, in e, for atoms 1 through 2: -0.155, -0.170

---

[2]
Molecular formula: C25H39AsFGeN3OS4SeSiTc
Method: DFT, ωB97M-V with the def2-TZVPD basis set

Values from the calculation:
Energy above the lowest of the compared OMol25 structures with the same formula, charge and spin   7.35 kcal/mol
Orbital gap   6.33 eV
Charge   +3
Highest occupied orbital energy   -16.7 eV
LUMO level   -10.42 eV

CARTESIAN COORDINATES (ANGSTROEM)
Tc -0.119 0.058 0.240
C 2.503 3.595 0.074
Si 0.756 2.979 0.118
C 0.120 2.477 -1.575
C -0.511 4.055 0.952
N 0.864 1.356 1.064
C 1.631 1.349 2.251
C 1.375 2.287 3.261
C 2.085 2.254 4.442
C 3.088 1.308 4.633
C 3.392 0.395 3.633
C 2.666 0.433 2.467
F 3.014 -0.390 1.457
H 2.809 3.828 -0.947
H 3.210 2.869 0.478
H 2.595 4.508 0.662
H 0.282 3.377 -2.179
H -0.951 2.284 -1.620
H 0.665 1.683 -2.093
H -1.190 4.471 0.206
H -0.040 4.892 1.468
H -1.116 3.508 1.678
H 0.588 3.015 3.122
H 1.862 2.968 5.222
H 3.649 1.291 5.557
H 4.190 -0.325 3.742
S 1.122 -3.759 3.568
As 0.076 -3.286 1.925
S -0.455 -1.020 2.067
S 1.233 -1.475 -0.699
S -0.739 -4.080 0.258
C -6.384 1.175 -0.934
N -5.011 0.925 -1.370
N -4.022 0.596 -0.496
C -2.880 0.473 -1.199
O -1.780 0.086 -0.583
C -3.132 0.758 -2.530
C -4.495 1.038 -2.602
C -5.322 1.419 -3.775
C -4.221 0.272 0.892
C -3.926 1.233 1.849
C -4.093 0.917 3.189
C -4.554 -0.343 3.549
C -4.849 -1.293 2.578
C -4.679 -0.991 1.236
H -6.391 1.349 0.138
H -7.018 0.321 -1.166
H -6.757 2.060 -1.443
H -2.434 0.748 -3.346
H -4.746 1.315 -4.690
H -5.649 2.457 -3.695
H -6.211 0.793 -3.853
H -3.600 2.219 1.537
H -3.887 1.657 3.949
H -4.699 -0.582 4.593
H -5.223 -2.265 2.866
H -4.907 -1.717 0.466
C 2.865 -4.202 -2.662
Ge 4.270 -3.527 -1.482
C 6.036 -4.003 -2.129
C 3.939 -4.039 0.366
C 4.340 -1.484 -1.442
Se 2.815 -0.362 -1.824
C 2.450 -0.878 -3.654
H 2.795 -5.275 -2.478
H 3.124 -4.072 -3.712
H 1.877 -3.783 -2.472
H 6.143 -5.087 -2.112
H 6.818 -3.575 -1.503
H 6.181 -3.663 -3.154
H 4.037 -5.120 0.466
H 2.934 -3.757 0.679
H 4.658 -3.571 1.038
H 5.093 -1.121 -2.148
H 4.640 -1.153 -0.446
H 2.276 -1.948 -3.704
H 3.334 -0.596 -4.225
H 1.589 -0.310 -3.996

Results of the Löwdin charge analysis, in e, for atoms 1 through 2: 0.946, -0.123

---

[3]
Molecular formula: C4H2O
Method: DFT, ωB97M-V with the def2-TZVPD basis set

Values from the calculation:
Energy above the lowest of the compared OMol25 structures with the same formula, charge and spin   166.53 kcal/mol
Orbital gap (alpha / beta)   6.22 / 8.32 eV
Highest occupied orbital energy (alpha / beta)   -9.1 / -10.5 eV
LUMO level (alpha / beta)   -2.86 / -2.18 eV

CARTESIAN COORDINATES (ANGSTROEM)
C 0.769 -0.747 1.214
C 1.776 -0.892 1.978
C -0.550 0.427 -0.611
C -0.082 -0.145 0.488
O -1.414 1.323 -0.932
H -0.646 -0.916 -0.858
H 0.147 0.949 -1.277

Results of the Löwdin charge analysis, in e, for atoms 1 through 2: -0.212, 0.152

---

[4]
Molecular formula: C38H38Cl7Ge2O5V
Method: DFT, ωB97M-V with the def2-TZVPD basis set

Values from the calculation:
Energy above the lowest of the compared OMol25 structures with the same formula, charge and spin   0.00 kcal/mol
Orbital gap (alpha / beta)   6.64 / 5.81 eV
Spin multiplicity   2
Charge   -1
Highest occupied orbital energy (alpha / beta)   -4.5 / -3.8 eV
⟨S²⟩   0.802
LUMO level (alpha / beta)   2.10 / 2.03 eV

CARTESIAN COORDINATES (ANGSTROEM)
V -0.043 0.825 -0.560
C -6.965 1.153 2.888
O -6.060 0.540 1.997
C -4.750 0.919 2.035
C -4.275 1.896 2.957
C -2.945 2.201 2.925
C -2.044 1.621 2.003
C -0.648 1.899 2.103
C -0.067 2.659 3.266
O 0.181 1.480 1.257
C -2.538 0.655 1.056
O -1.801 0.072 0.197
C -3.918 0.315 1.136
H -7.934 0.701 2.688
H -7.028 2.231 2.713
H -6.690 0.968 3.929
H -4.932 2.387 3.655
H -2.572 2.936 3.626
H -0.302 2.151 4.203
H -0.481 3.668 3.312
H 1.008 2.729 3.138
H -4.308 -0.411 0.437
C 3.731 -1.936 -2.793
C 2.719 -0.811 -2.582
Ge 2.384 -0.332 -0.689
C 3.610 1.142 -0.225
C 5.070 0.702 -0.151
C 3.046 -1.922 0.255
C 2.067 -2.695 0.743
Ge 0.364 -1.695 0.633
C -0.030 -1.281 2.530
C 0.293 -2.380 3.541
C -1.059 -2.822 -0.145
C -2.172 -3.226 0.820
C 2.309 -4.061 1.304
C 3.592 -4.487 1.658
C 3.816 -5.754 2.169
C 2.760 -6.639 2.341
C 1.479 -6.233 2.001
C 1.261 -4.958 1.496
H 3.918 -2.118 -3.855
H 3.383 -2.873 -2.356
H 4.697 -1.717 -2.331
H 1.774 -1.095 -3.050
H 3.050 0.103 -3.079
H 3.292 1.565 0.732
H 3.472 1.925 -0.972
H 5.236 -0.021 0.650
H 5.743 1.545 0.032
H 5.400 0.233 -1.080
H 4.086 -2.249 0.259
H -1.080 -0.994 2.616
H 0.562 -0.397 2.770
H -0.297 -3.284 3.378
H 0.093 -2.050 4.564
H 1.341 -2.678 3.496
H -0.587 -3.705 -0.582
H -1.483 -2.243 -0.965
H -1.803 -3.824 1.658
H -2.950 -3.815 0.326
H -2.656 -2.348 1.250
H 4.425 -3.806 1.544
H 4.822 -6.051 2.440
H 2.935 -7.630 2.741
H 0.641 -6.905 2.133
H 0.253 -4.658 1.244
Cl 1.140 4.037 0.142
C -0.429 4.004 -0.677
C -1.038 2.781 -0.958
C -2.234 2.939 -1.651
Cl -3.203 1.512 -2.056
C -2.792 4.159 -2.049
Cl -4.290 4.263 -2.922
C -2.130 5.337 -1.726
Cl -2.786 6.874 -2.179
C -0.932 5.254 -1.024
Cl -0.105 6.722 -0.610
Cl -0.290 3.021 -7.583
C 0.128 2.598 -5.937
C 1.093 3.372 -5.261
C 1.460 3.078 -3.984
Cl 2.680 4.019 -3.193
C 0.866 1.989 -3.245
O 1.232 1.715 -2.064
C -0.091 1.231 -3.981
C -0.707 0.094 -3.372
O -0.597 -0.225 -2.177
C -0.443 1.534 -5.313
H 1.552 4.213 -5.765
H -1.308 -0.563 -4.019
H -1.176 0.924 -5.826

Results of the Löwdin charge analysis, in e, for atoms 1 through 2: 0.648, -0.097

---

[5]
Molecular formula: C37H62Br2FIN6O9
Method: DFT, ωB97M-V with the def2-TZVPD basis set

Values from the calculation:
Orbital gap   7.90 eV
SMILES   C[C@@H](I)CC1=C(F)C(=O)c2c(CCCO)ccc([C@@H](Br)[C@@H](C)Br)c2C1=O.CNC(C)=O.CNC(C)=O.CNC(C)=O.CNC(C)=O.CNC(C)=O.CNC(C)=O
Highest occupied orbital energy   -8.7 eV
LUMO level   -0.82 eV

CARTESIAN COORDINATES (ANGSTROEM)
C 3.145 2.455 2.767
C 4.514 2.477 2.107
I 5.375 0.495 2.179
C 4.463 3.028 0.663
C 3.077 3.154 0.118
C 2.539 4.347 -0.089
F 3.184 5.480 0.179
C 1.189 4.538 -0.639
O 0.939 5.565 -1.214
C 0.244 3.408 -0.440
C -1.138 3.650 -0.369
C -1.789 5.003 -0.326
C -2.277 5.211 1.138
C -1.074 5.225 2.085
O -1.039 4.008 2.832
C -1.978 2.541 -0.258
C -1.468 1.259 -0.188
C -0.091 1.006 -0.176
C 0.274 -0.451 -0.014
Br 0.975 -1.205 -1.669
C 1.107 -0.801 1.223
C 0.535 -0.048 2.424
Br 0.814 -2.701 1.598
C 0.773 2.107 -0.288
C 2.264 1.961 -0.246
O 2.844 0.942 -0.498
H 2.605 1.597 2.395
H 3.266 2.351 3.840
H 2.634 3.393 2.561
H 5.212 3.084 2.669
H 4.969 3.985 0.624
H 5.028 2.378 -0.001
H -2.656 5.028 -0.981
H -1.126 5.818 -0.556
H -2.962 4.421 1.420
H -2.763 6.183 1.192
H -0.147 5.286 1.511
H -1.119 6.071 2.770
H -0.388 4.094 3.541
H -3.048 2.687 -0.212
H -2.144 0.420 -0.100
H -0.657 -0.984 0.129
H 2.161 -0.632 1.051
H -0.550 -0.125 2.390
H 0.796 1.001 2.419
H 0.860 -0.494 3.358
C -4.335 1.453 -4.316
N -4.481 1.073 -2.921
C -3.791 0.130 -2.239
C -2.730 -0.636 -2.984
O -4.029 -0.085 -1.054
H -4.071 2.509 -4.388
H -5.276 1.294 -4.844
H -3.563 0.864 -4.797
H -5.174 1.549 -2.366
H -2.273 -1.353 -2.308
H -3.169 -1.178 -3.823
H -1.957 0.041 -3.348
C -5.967 -2.019 1.671
N -5.227 -2.609 0.575
C -4.911 -3.914 0.382
C -5.373 -4.907 1.423
O -4.275 -4.261 -0.604
H -6.856 -1.512 1.292
H -5.347 -1.282 2.185
H -6.274 -2.777 2.384
H -4.883 -1.991 -0.150
H -5.048 -5.900 1.134
H -4.944 -4.670 2.398
H -6.462 -4.905 1.497
C -2.968 -10.327 -0.686
N -3.510 -9.534 0.400
C -4.710 -8.897 0.461
C -5.619 -9.009 -0.739
O -5.024 -8.260 1.453
H -2.765 -11.343 -0.343
H -2.033 -9.888 -1.038
H -3.665 -10.371 -1.515
H -2.951 -9.416 1.230
H -6.526 -8.449 -0.535
H -5.141 -8.590 -1.625
H -5.883 -10.050 -0.929
C 10.968 -0.754 -0.340
N 10.205 0.277 0.338
C 8.960 0.739 0.038
C 8.253 0.119 -1.145
O 8.444 1.615 0.709
H 11.197 -1.567 0.352
H 11.908 -0.342 -0.710
H 10.410 -1.157 -1.178
H 10.618 0.729 1.137
H 7.280 0.587 -1.246
H 8.821 0.279 -2.062
H 8.112 -0.952 -0.992
C -0.012 -4.692 -5.646
N -0.771 -3.601 -6.229
C -2.076 -3.282 -6.025
C -2.867 -4.152 -5.079
O -2.572 -2.318 -6.589
H 0.835 -4.299 -5.082
H 0.370 -5.344 -6.434
H -0.632 -5.278 -4.978
H -0.301 -2.981 -6.869
H -3.881 -3.770 -5.018
H -2.902 -5.181 -5.437
H -2.425 -4.130 -4.082
C 2.465 7.585 6.129
N 1.699 6.410 5.756
C 1.603 5.822 4.539
C 2.378 6.441 3.400
O 0.912 4.823 4.385
H 3.188 7.329 6.905
H 1.798 8.356 6.519
H 2.998 7.986 5.274
H 1.159 5.946 6.471
H 2.199 5.859 2.500
H 2.053 7.467 3.223
H 3.448 6.436 3.612

Results of the Löwdin charge analysis, in e, for atoms 1 through 2: -0.153, -0.705

---

[6]
Molecular formula: C5F17NO19S7Y
Method: DFT, ωB97M-V with the def2-TZVPD basis set

Values from the calculation:
Energy above the lowest of the compared OMol25 structures with the same formula, charge and spin   0.00 kcal/mol
Orbital gap   8.53 eV
Charge   -3
Highest occupied orbital energy   -2.5 eV
LUMO level   5.98 eV

CARTESIAN COORDINATES (ANGSTROEM)
Y -6.671 3.457 -14.831
N -8.231 2.617 -16.221
S -8.440 1.469 -17.249
O -8.266 1.656 -18.692
O -9.209 0.340 -16.810
F -6.910 0.950 -16.951
S -9.716 3.357 -16.817
O -10.874 2.671 -16.297
O -9.701 3.975 -18.090
F -9.523 4.632 -15.867
C -3.873 5.161 -11.189
F -4.290 6.436 -11.158
F -2.715 5.094 -10.558
F -4.836 4.431 -10.630
S -3.636 4.647 -12.995
O -2.896 5.710 -13.644
O -2.847 3.415 -12.879
O -4.960 4.430 -13.595
C -4.383 2.338 -18.816
F -4.851 1.111 -18.620
F -3.343 2.257 -19.636
F -5.373 3.044 -19.336
S -3.887 3.100 -17.165
O -2.776 2.288 -16.713
O -3.576 4.503 -17.394
O -5.081 3.089 -16.266
C -6.692 -1.163 -14.127
F -6.470 -2.321 -13.460
F -5.811 -1.091 -15.128
F -7.935 -1.158 -14.584
S -6.473 0.342 -12.942
O -7.797 0.456 -12.334
O -5.372 0.107 -12.057
O -6.332 1.456 -13.948
C -10.598 3.516 -12.744
F -11.478 3.387 -11.739
F -10.477 2.400 -13.445
F -11.040 4.489 -13.534
S -8.945 4.067 -12.022
O -9.194 5.417 -11.561
O -8.524 3.199 -10.956
O -8.091 4.008 -13.221
C -7.737 7.389 -17.445
F -9.079 7.322 -17.366
F -7.289 6.603 -18.406
F -7.486 8.657 -17.801
S -7.042 6.888 -15.787
O -8.033 7.193 -14.782
O -6.734 5.460 -15.838
O -5.835 7.686 -15.703

Results of the Löwdin charge analysis, in e, for atoms 1 through 2: 1.494, -0.327

---

[7]
Molecular formula: C2H5N5S
Method: DFT, ωB97M-V with the def2-TZVPD basis set

Values from the calculation:
Energy above the lowest of the compared OMol25 structures with the same formula, charge and spin   92.87 kcal/mol
Orbital gap   7.28 eV
SMILES   [H]/N=c1/[nH]c(S)nn1N
Highest occupied orbital energy   -7.9 eV
LUMO level   -0.59 eV

CARTESIAN COORDINATES (ANGSTROEM)
H -0.136 -2.569 0.652
N 0.687 -2.298 0.112
C 0.419 -1.033 -0.023
N 1.222 -0.027 -0.562
C 0.609 1.196 -0.787
S 1.191 2.364 -2.020
N -0.494 1.015 -0.012
N -0.735 -0.278 0.270
N -1.577 -0.836 1.188
H 1.824 -0.332 -1.406
H 0.684 3.366 -0.789
H -1.203 -0.532 2.317
H -2.491 -0.036 1.060

Results of the Löwdin charge analysis, in e, for atoms 1 through 2: 0.013, 0.100